No. 1
ORCA calculation (ωB97M-V with the def2-TZVPD basis set) on C46H45GeN6PPtS as an isolated structure at a distorted geometry.

Summary:
**Energy above the lowest of the compared OMol25 structures with the same formula, charge and spin**: 0.405 eV
**Charge**: -1
**HOMO (alpha / beta)**: -0.13142 / -0.13317 hartree
**Spin multiplicity**: 2

Last column: Löwdin charge in e.
Element x y z (Å)
Pt (0.65, 0.03, 0.32)  0.718
C (-3.65, -3.46, -0.38)  0.006
C (-3.82, -2.00, -0.28)  -0.347
N (-4.75, -1.39, 0.38)  0.108
N (-4.48, -0.06, 0.17)  0.007
C (-3.38, 0.18, -0.57)  -0.870
S (-2.71, 1.63, -1.01)  0.568
N (-2.96, -1.09, -0.88)  -0.098
N (-1.80, -1.35, -1.58)  0.104
H (-4.56, -3.95, -0.03)  0.084
H (-2.82, -3.80, 0.25)  0.063
H (-3.45, -3.76, -1.41)  0.082
H (-5.02, 0.65, 0.62)  0.137
H (-1.27, -2.12, -1.19)  0.064
H (-1.97, -1.38, -2.58)  0.099
N (0.85, 1.98, 0.28)  -0.447
P (1.01, 3.48, 0.24)  0.671
C (2.32, 4.14, 1.36)  -0.273
C (3.01, 3.20, 2.10)  -0.077
C (4.02, 3.59, 2.98)  -0.071
C (4.33, 4.93, 3.12)  -0.099
C (3.62, 5.89, 2.39)  -0.097
C (2.62, 5.49, 1.51)  -0.098
C (1.38, 4.23, -1.39)  -0.281
C (2.60, 4.80, -1.74)  -0.089
C (2.85, 5.21, -3.04)  -0.094
C (1.87, 5.05, -4.01)  -0.104
C (0.66, 4.47, -3.68)  -0.086
C (0.42, 4.05, -2.38)  -0.084
C (-0.47, 4.41, 0.77)  -0.274
C (-0.82, 5.67, 0.30)  -0.091
C (-1.97, 6.31, 0.76)  -0.095
C (-2.77, 5.68, 1.70)  -0.102
C (-2.43, 4.42, 2.18)  -0.091
C (-1.29, 3.79, 1.71)  -0.098
H (2.75, 2.16, 1.98)  0.066
H (4.55, 2.84, 3.54)  0.098
H (5.11, 5.24, 3.79)  0.095
H (3.86, 6.94, 2.50)  0.095
H (2.08, 6.24, 0.95)  0.102
H (3.38, 4.92, -0.99)  0.097
H (3.81, 5.65, -3.30)  0.096
H (2.06, 5.37, -5.03)  0.093
H (-0.10, 4.32, -4.44)  0.099
H (-0.52, 3.57, -2.13)  0.085
H (-0.21, 6.16, -0.45)  0.100
H (-2.24, 7.29, 0.38)  0.095
H (-3.67, 6.18, 2.06)  0.094
H (-3.07, 3.93, 2.90)  0.098
H (-1.03, 2.79, 2.03)  0.089
C (3.77, 1.19, -1.08)  -0.233
Ge (2.93, -0.30, -0.09)  0.791
C (3.42, -1.95, -1.07)  -0.319
C (3.58, -3.16, -0.39)  -0.129
C (3.93, -4.32, -1.07)  -0.104
C (4.10, -4.30, -2.45)  -0.111
C (3.94, -3.10, -3.14)  -0.105
C (3.60, -1.94, -2.45)  -0.115
C (3.91, -0.45, 1.65)  -0.239
C (3.18, -0.37, 2.81)  -0.135
C (3.79, -0.37, 4.08)  -0.082
C (5.14, -0.45, 4.20)  -0.056
C (5.95, -0.57, 3.03)  -0.176
C (7.36, -0.69, 3.13)  -0.054
C (8.13, -0.82, 2.02)  -0.101
C (7.52, -0.85, 0.74)  -0.086
C (6.16, -0.74, 0.62)  -0.041
C (5.33, -0.58, 1.76)  -0.163
H (4.85, 1.06, -1.18)  0.009
H (3.57, 2.11, -0.54)  -0.018
H (3.33, 1.28, -2.08)  0.015
H (3.44, -3.19, 0.68)  0.104
H (4.05, -5.25, -0.52)  0.096
H (4.37, -5.20, -2.98)  0.091
H (4.08, -3.07, -4.21)  0.092
H (3.49, -1.02, -3.00)  0.091
H (2.10, -0.28, 2.74)  0.061
H (3.17, -0.29, 4.97)  0.099
H (5.63, -0.45, 5.17)  0.103
H (7.81, -0.67, 4.12)  0.104
H (9.21, -0.91, 2.10)  0.093
H (8.13, -0.97, -0.14)  0.097
H (5.72, -0.79, -0.36)  0.083
C (0.51, -4.71, 0.33)  -0.066
C (-0.40, -4.02, 1.32)  -0.242
C (-1.15, -4.78, 2.21)  -0.098
C (-1.99, -4.18, 3.14)  -0.114
C (-2.08, -2.80, 3.19)  -0.082
C (-1.35, -2.00, 2.33)  -0.225
C (-1.49, -0.50, 2.41)  -0.084
C (-0.47, -2.59, 1.34)  -0.374
N (0.22, -1.87, 0.45)  -0.170
H (0.01, -5.56, -0.14)  0.072
H (1.40, -5.09, 0.83)  0.075
H (0.83, -4.00, -0.43)  0.049
H (-1.08, -5.86, 2.16)  0.102
H (-2.57, -4.79, 3.82)  0.086
H (-2.74, -2.33, 3.90)  0.101
H (-2.41, -0.23, 2.93)  0.076
H (-1.50, -0.03, 1.42)  0.012
H (-0.64, -0.06, 2.95)  0.070

=====

No. 2
ORCA calculation (ωB97M-V with the def2-TZVPD basis set) on a single C22H27N3O2 molecule at a distorted geometry.

Summary:
**Energy above the lowest of the compared OMol25 structures with the same formula, charge and spin**: 3.526 eV
**Charge**: 0
**SMILES string**: COCCN(Cc1nc(C(c2ccccc2)c2ccccc2)no1)C(C)C
**HOMO**: -0.30864 hartree
**Spin multiplicity**: 1

Last column: natural (NBO) charge in e.
Element x y z (Å)
C (0.51, -0.68, 3.74)  -0.241
O (1.71, -0.96, 3.07)  -0.546
C (1.61, -0.76, 1.67)  -0.085
C (2.96, -1.16, 1.06)  -0.229
N (3.06, -1.22, -0.38)  -0.446
C (2.16, -2.13, -1.05)  -0.273
C (0.91, -1.48, -1.55)  0.524
N (-0.13, -1.09, -0.89)  -0.527
C (-0.89, -0.47, -1.83)  0.344
C (-2.15, 0.27, -1.53)  -0.340
C (-3.16, -0.55, -0.76)  0.076
C (-3.14, -1.94, -0.81)  -0.222
C (-4.10, -2.67, -0.12)  -0.206
C (-5.08, -2.03, 0.61)  -0.215
C (-5.10, -0.65, 0.65)  -0.207
C (-4.15, 0.09, -0.03)  -0.224
C (-1.69, 1.50, -0.76)  -0.027
C (-1.31, 1.38, 0.57)  -0.212
C (-0.84, 2.49, 1.25)  -0.209
C (-0.74, 3.72, 0.61)  -0.213
C (-1.11, 3.83, -0.71)  -0.223
C (-1.58, 2.73, -1.40)  -0.154
N (-0.35, -0.50, -3.02)  -0.156
O (0.83, -1.16, -2.85)  -0.282
C (3.45, -0.03, -1.12)  -0.037
C (4.94, 0.23, -0.92)  -0.609
C (2.65, 1.24, -0.80)  -0.633
H (0.69, -0.89, 4.80)  0.193
H (0.23, 0.37, 3.62)  0.157
H (-0.31, -1.31, 3.38)  0.165
H (0.80, -1.38, 1.26)  0.182
H (1.36, 0.29, 1.46)  0.166
H (3.20, -2.16, 1.46)  0.198
H (3.72, -0.48, 1.43)  0.205
H (2.68, -2.56, -1.92)  0.217
H (1.90, -2.94, -0.36)  0.234
H (-2.58, 0.58, -2.49)  0.248
H (-2.39, -2.46, -1.38)  0.213
H (-4.07, -3.75, -0.16)  0.213
H (-5.82, -2.60, 1.15)  0.213
H (-5.87, -0.13, 1.21)  0.213
H (-4.18, 1.17, 0.00)  0.219
H (-1.38, 0.42, 1.06)  0.230
H (-0.55, 2.40, 2.29)  0.212
H (-0.37, 4.58, 1.15)  0.214
H (-1.04, 4.78, -1.22)  0.214
H (-1.87, 2.82, -2.44)  0.207
H (3.29, -0.27, -2.18)  0.198
H (5.50, -0.69, -1.10)  0.216
H (5.28, 0.99, -1.61)  0.209
H (5.15, 0.57, 0.09)  0.200
H (2.92, 2.03, -1.49)  0.216
H (1.58, 1.07, -0.89)  0.216
H (2.85, 1.58, 0.21)  0.204

=====

Number 2 is which compound? C22H27N3O2

=====

The lowest charge belongs to which entry? C46H45GeN6PPtS

=====

Among the records above, which one has the lowest spin multiplicity? C22H27N3O2